C6H10 | wB97M-V/def2-TZVPD

Atoms and positions in Å:
C 1.608 -0.336 0.817
C 0.609 -0.945 -0.153
C -0.887 -0.830 -0.031
C -1.305 0.538 0.509
C -0.516 1.221 -0.644
C -0.150 -0.162 -1.182
H 1.111 0.230 1.615
H 2.297 0.348 0.302
H 2.209 -1.118 1.300
H 0.904 -1.922 -0.537
H -1.525 -1.709 -0.050
H -2.382 0.703 0.413
H -1.006 0.779 1.537
H 0.332 1.851 -0.352
H -1.164 1.794 -1.312
H -0.135 -0.441 -2.232

Gap between HOMO and LUMO = 10.733 eV
E_LUMO = 0.0443 Ha
Energy above the lowest of the compared OMol25 structures with the same formula, charge and spin = 130.29 kJ/mol
Molar mass = 82.15 g/mol
2S+1 = 1
E_tot = -6382.50913 eV